1.
The following is a quantum chemistry calculation of a single C5H9NO2S2 molecule in a non-equilibrium geometry, from the OMol25 dataset.

```
! RIJCOSX wB97M-V def2-TZVPD def2/J DEFGRID3
* xyz 0 1
C 0.5515 -1.1510 0.1477
C -0.4078 -1.1149 1.0751
C 1.2635 0.7687 1.2936
C -1.5065 -2.1018 1.0548
C -0.7228 1.4177 -1.5283
N 1.4116 0.1527 0.0673
O 1.3413 0.0879 -2.4802
O 1.8636 2.2429 -1.1197
S -0.2151 0.1724 2.2342
S 1.1141 1.0236 -1.3785
H 0.6321 -1.7268 -0.6666
H 2.1688 0.6620 1.9201
H 1.1893 1.9425 1.2544
H -1.2623 -3.1472 1.1209
H -1.9808 -1.9451 0.1181
H -2.4054 -1.9904 1.7010
H -1.1490 1.8392 -0.5940
H -0.4998 2.2408 -2.2986
H -1.3864 0.6267 -1.9213
*
```

Values from the calculation:
Orbital gap (eV): 8.891
Energy above the lowest of the compared OMol25 structures with the same formula, charge and spin (kJ/mol): 204.3
Structure (SMILES): CC1=CN(S(C)(=O)=O)CS1

=====

2.
The following is a quantum chemistry calculation of 2 unconnected molecules or ions with the total composition C5H9NO2Si in a non-equilibrium geometry, from the OMol25 dataset.

```
! RIJCOSX wB97M-V def2-TZVPD def2/J DEFGRID3
* xyz 0 1
C 2.2121 0.9401 -0.1194
C -0.0615 3.0397 -0.8612
C 0.7364 -1.9970 0.9250
C -0.9951 -0.6560 -1.5906
C -1.3066 0.6139 1.4120
N 1.0411 0.8002 -0.2324
O 3.3463 1.2168 -0.0330
O 0.5630 3.0371 -1.7987
Si -0.1869 -0.3918 0.1283
H 1.7276 -1.9418 0.6758
H 0.6724 -2.3528 1.9327
H 0.3977 -2.8817 0.3977
H -1.0521 0.4304 -2.0345
H -0.4908 -1.3251 -2.3863
H -1.9900 -1.0155 -1.6417
H -0.8857 0.7431 2.3997
H -1.5382 1.6281 1.0328
H -2.1899 0.1122 1.7936
*
```

Values from the calculation:
Orbital gap (eV): 11.162
Energy above the lowest of the compared OMol25 structures with the same formula, charge and spin (kJ/mol): 13.3

=====

3.
The following is a quantum chemistry calculation of a single C5H9NO3 molecule in a non-equilibrium geometry, from the OMol25 dataset.

```
! RIJCOSX wB97M-V def2-TZVPD def2/J DEFGRID3
* xyz 0 1
C 0.5639 1.1105 -0.2027
C 0.0985 -1.0871 -0.8818
C -1.4792 0.2342 0.2732
C 1.6164 2.2235 -0.1136
C 0.5293 -2.1884 0.0368
N -0.5418 1.2060 0.3724
O 1.0263 -0.0406 -0.8041
O -2.4253 0.3444 -0.6618
O -1.8194 -0.3826 1.5255
H -0.3085 -1.3688 -1.8363
H 1.6971 2.5034 -1.0719
H 2.5116 1.8192 0.3542
H 1.0913 3.0103 0.5695
H 0.5323 -1.7419 1.0139
H 1.4983 -2.6222 -0.3495
H -0.2225 -3.0006 0.1434
H -3.3332 0.4572 -0.3341
H -1.0350 -0.4764 1.9666
*
```

Values from the calculation:
Orbital gap (spin up / spin down) (eV): 7.930 / 7.931
Energy above the lowest of the compared OMol25 structures with the same formula, charge and spin (kJ/mol): 430.5

=====

4.
The following is a quantum chemistry calculation of a single C5H9NO3S2 molecule in a non-equilibrium geometry, from the OMol25 dataset.

```
! RIJCOSX wB97M-V def2-TZVPD def2/J DEFGRID3
* xyz 0 1
C 0.0419 0.7521 0.4964
C 1.2816 1.4569 0.9303
C -0.2429 0.4752 -0.9406
C 0.2254 -0.6544 -0.1198
C -1.6814 0.7039 -1.3446
N 2.4841 -0.9472 1.3082
O 1.8727 -2.5147 -0.6712
O 2.5206 -0.1595 -1.1775
O -0.5169 -1.7192 0.2054
S 2.0282 2.4706 -0.0672
S 1.8905 -1.1144 -0.3024
H -0.6779 0.7663 1.3548
H 1.4401 1.2050 1.9662
H 0.5251 0.4999 -1.6582
H -1.8404 0.5576 -2.4012
H -1.8305 1.7481 -1.1695
H -2.3851 0.1088 -0.7747
H 2.4252 -1.8344 1.8430
H 3.5226 -0.7295 1.1467
H -0.1517 -2.5565 -0.0066
*
```

Values from the calculation:
Orbital gap (eV): 8.560
Energy above the lowest of the compared OMol25 structures with the same formula, charge and spin (kJ/mol): 14.9
Structure (SMILES): C[C@H]1[C@H](C=S)[C@]1(O)S(N)(=O)=O

=====

5.
The following is a quantum chemistry calculation of a single C5H9NO4 molecule in a non-equilibrium geometry, from the OMol25 dataset.

```
! RIJCOSX wB97M-V def2-TZVPD def2/J DEFGRID3
* xyz 0 1
O 1.6115 2.1471 2.9090
O -1.9078 -1.4431 0.9541
O 1.4033 -1.8746 -0.2771
O -1.1810 -1.2633 -1.2152
C 1.5053 1.1630 2.2186
C 0.3868 -1.4344 0.5561
N -0.8652 -1.3835 0.1949
C -1.0405 0.1480 -1.5614
C 0.5734 0.0187 2.6186
C 0.7584 -1.4235 2.0208
H 0.8862 -2.3296 -0.9734
H 1.8094 1.0697 1.2076
H -0.8054 0.7437 -0.6960
H -1.9495 0.4742 -2.0468
H -0.1990 0.1410 -2.3098
H -0.4336 0.2983 2.4735
H 0.6762 -0.2149 3.6560
H 0.0816 -2.1398 2.6474
H 1.8381 -1.7151 2.1846
*
```

Values from the calculation:
Orbital gap (eV): 9.207
Energy above the lowest of the compared OMol25 structures with the same formula, charge and spin (kJ/mol): 622.9
Structure (SMILES): CO/[N+]([O-])=C(\O)CCC=O

=====

6.
The following is a quantum chemistry calculation of 2 unconnected molecules or ions with the total composition C5H9NO4 in a non-equilibrium geometry, from the OMol25 dataset.

```
! RIJCOSX wB97M-V def2-TZVPD def2/J DEFGRID3
* xyz 0 1
O -4.6253 -0.6961 -0.0925
C -3.7215 0.0631 -0.3448
C -2.5121 0.2349 0.5436
C -1.2562 0.5085 -0.2563
O -1.1928 1.4571 -1.0111
C -0.1102 -0.4514 -0.0755
N 0.9112 -0.2463 -1.0729
C 3.8844 -0.4129 0.3879
O 4.0068 -0.9362 1.4699
H -3.7300 0.6805 -1.2682
H -2.7097 1.1380 1.1471
H -2.4144 -0.6208 1.2217
H 0.2268 -0.3116 0.9724
H -0.5127 -1.4742 -0.1338
H 1.3058 0.7504 -1.0357
H 4.2885 -0.8219 -0.5530
H 1.5558 -1.0260 -1.1344
O 3.4404 0.8972 0.1918
H 3.1652 1.2678 1.0438
*
```

Values from the calculation:
Orbital gap (eV): 9.890
Energy above the lowest of the compared OMol25 structures with the same formula, charge and spin (kJ/mol): 208.8
Structure (SMILES): NCC(=O)CC=O.O=CO

=====

7.
The following is a quantum chemistry calculation of a molecular structure, C5H9NOS in a non-equilibrium geometry, from the OMol25 dataset.

```
! RIJCOSX wB97M-V def2-TZVPD def2/J DEFGRID3
* xyz 0 1
C -1.6583 1.4140 -0.5868
C -0.7878 0.3687 -1.1687
C -0.0459 0.7016 -2.3600
C 0.5283 -0.3793 0.6647
C 0.3583 -1.2058 2.0772
H -0.7267 1.8777 0.0186
H -2.2366 2.1358 -1.3079
H -2.4408 1.0494 -0.0748
H 1.2435 0.2508 -2.5344
H -0.2396 1.5395 -2.9925
H -1.0147 -2.5683 -0.2001
H -0.9887 -1.1841 2.2085
H 0.7893 -2.3008 1.6510
H 0.9408 -0.7472 3.1206
N -0.4025 -0.6381 -0.2360
O -1.4616 -1.4392 -0.0180
S 1.8010 0.6583 0.6343
*
```

Values from the calculation:
Orbital gap (eV): 7.908
Energy above the lowest of the compared OMol25 structures with the same formula, charge and spin (kJ/mol): 827.6

=====

8.
The following is a quantum chemistry calculation of a single C5H9NOS molecule in a non-equilibrium geometry, from the OMol25 dataset.

```
! RIJCOSX wB97M-V def2-TZVPD def2/J DEFGRID3
* xyz 0 1
C 2.3702 -1.3802 0.3187
C -0.8657 -1.0099 0.1196
C 0.1001 0.9742 -0.4103
C 1.2162 1.9205 -0.1605
C -0.0580 2.0633 0.5968
H 2.4621 -0.6122 1.1401
H 2.2235 -2.3332 1.0698
H 3.2895 -1.6368 -0.1861
H -0.7439 -2.0547 0.1254
H -0.2948 1.2006 -1.4439
H 2.1465 1.6321 0.3563
H 1.1661 2.5560 -1.1821
H -0.9554 2.6695 0.3831
H 0.0162 1.5441 1.4949
N 0.2105 -0.4059 -0.0526
O 1.4001 -0.9641 -0.5321
S -2.4101 -0.4887 0.0051
*
```

Values from the calculation:
Orbital gap (eV): 8.926
Energy above the lowest of the compared OMol25 structures with the same formula, charge and spin (kJ/mol): 546.2
Structure (SMILES): CON(C=S)C1CC1

=====

9.
The following is a quantum chemistry calculation of a single C5H9NOS molecule in a non-equilibrium geometry, from the OMol25 dataset.

```
! RIJCOSX wB97M-V def2-TZVPD def2/J DEFGRID3
* xyz 0 1
C -0.2195 0.6566 0.0255
C -1.6318 0.2504 0.3837
C -0.9896 -0.2537 -0.8747
C 0.3467 -1.6457 0.3189
C 0.8831 -0.2373 0.6104
H 0.8717 2.1885 -0.8162
H 0.0352 2.6058 0.5263
H -1.8086 -0.4369 1.1856
H -2.3631 1.0535 0.2683
H -1.3293 0.0417 -1.8488
H 1.1263 -2.3864 0.1438
H -0.2186 -1.9380 1.2276
H 1.0778 -0.0985 1.6517
H 2.1574 -0.3740 -1.4021
N -0.0231 2.0381 -0.3235
O -0.4176 -1.5456 -0.8463
S 2.5029 0.0815 -0.2300
*
```

Values from the calculation:
Orbital gap (eV): 9.792
Energy above the lowest of the compared OMol25 structures with the same formula, charge and spin (kJ/mol): 174.8
Structure (SMILES): N[C@@]12C[C@@H]1OC[C@H]2S

=====

10.
The following is a quantum chemistry calculation of a single C5H9NOS molecule in a non-equilibrium geometry, from the OMol25 dataset.

```
! RIJCOSX wB97M-V def2-TZVPD def2/J DEFGRID3
* xyz 0 1
C -2.4461 -0.3539 -0.0680
C -1.0207 -0.8686 0.0078
C 0.7767 -0.5067 -0.9217
C 0.2885 -0.0650 0.4344
C 1.0320 -0.6223 1.6336
H -2.9914 -0.9588 -0.8400
H -2.9176 -0.2990 0.9979
H -2.3711 0.7071 -0.3678
H -0.9837 -1.8688 0.5722
H -0.6529 -1.2647 -2.2396
H 1.9318 0.0108 1.7774
H 1.3532 -1.6795 1.5174
H 0.4418 -0.5569 2.5269
H 1.1533 2.0246 -0.1045
N -0.3509 -1.0272 -1.3157
O 1.8827 -0.3384 -1.3892
S 0.0405 1.7676 0.6229
*
```

Values from the calculation:
Orbital gap (eV): 10.073
Energy above the lowest of the compared OMol25 structures with the same formula, charge and spin (kJ/mol): 111.0
Structure (SMILES): C[C@H]1NC(=O)[C@@]1(C)S

=====

11.
The following is a quantum chemistry calculation of a molecular structure, C5H9NS in a non-equilibrium geometry, from the OMol25 dataset.

```
! RIJCOSX wB97M-V def2-TZVPD def2/J DEFGRID3
* xyz 0 1
C -0.4148 -0.5403 -1.2035
C 0.9169 -0.5231 -0.9495
C -1.3245 0.3745 -0.5031
C -2.2220 -0.1959 0.6730
C 2.5141 0.4019 0.7120
N 1.5885 0.5315 -0.3627
S -0.3766 1.8034 -0.0308
H -0.7310 -1.3562 -1.7599
H 1.5081 -1.4094 -1.2373
H -2.1179 0.5360 -1.2760
H -2.2279 0.5390 1.5015
H -1.8442 -1.1489 0.7597
H -3.3313 -0.2291 0.5523
H 3.2442 -0.4250 0.6889
H 2.9294 1.4510 0.8855
H 1.8891 0.1906 1.5499
*
```

Values from the calculation:
Orbital gap (spin up / spin down) (eV): 7.019 / 7.054
Energy above the lowest of the compared OMol25 structures with the same formula, charge and spin (kJ/mol): 370.3

=====

12.
The following is a quantum chemistry calculation of 2 unconnected molecules or ions with the total composition C5H9NS in a non-equilibrium geometry, from the OMol25 dataset.

```
! RIJCOSX wB97M-V def2-TZVPD def2/J DEFGRID3
* xyz 0 1
C -1.5962 -2.1038 -1.5073
C -2.6232 -1.8725 -0.9351
C 0.3310 1.2787 -1.0823
C 1.1203 1.5427 1.3627
C 0.6475 0.6661 0.2210
N 0.3762 -0.5583 0.3785
S 0.9062 -1.4499 1.6663
H -0.8338 -2.3657 -2.2778
H -0.4892 0.7492 -1.6378
H 0.1083 2.3296 -0.8731
H 1.3093 1.0747 -1.4737
H 0.3388 1.3745 2.1095
H 1.2559 2.6391 1.2548
H -3.4176 -1.5769 -0.2067
H 1.9592 1.0777 1.8383
H 0.6072 -2.8050 1.1628
*
```

Values from the calculation:
Orbital gap (eV): 9.321
Energy above the lowest of the compared OMol25 structures with the same formula, charge and spin (kJ/mol): 370.4
Structure (SMILES): CC(C)=NS.C#C